{"formula": "C4H8N2O", "method": "the ωB97M-V functional and the def2-TZVPD basis", "species": ["O", "N", "N", "C", "C", "C", "C", "H", "H", "H", "H", "H", "H", "H", "H"], "positions_angstrom": [[1.0639, 1.4544, 1.3850], [-1.2991, -0.5020, -0.3915], [-0.3043, 2.1636, -0.3188], [0.0580, -0.2212, 0.0493], [-0.2191, -0.6739, -1.3437], [0.3292, 1.2174, 0.4416], [0.7255, -1.2065, 0.9790], [0.5370, -2.2446, 0.6785], [-0.2616, 3.0972, 0.0648], [-1.1318, 1.8982, -0.8331], [0.1962, -1.6362, -1.6496], [-0.2033, 0.0530, -2.1569], [1.8016, -1.0258, 0.9892], [-1.6444, -1.3195, 0.1113], [0.3523, -1.0542, 1.9949]], "forces_ev_per_angstrom": [[-0.2, 0.4, -0.5], [-0.5, 0.0, 0.3], [0.3, 0.1, 0.5], [0.4, -0.1, 0.2], [0.5, 0.2, -0.3], [-0.1, -0.4, -0.1], [0.0, 0.0, 0.1], [0.0, 0.2, 0.0], [-0.1, -0.1, -0.2], [0.1, 0.0, 0.1], [-0.4, 0.0, 0.3], [-0.2, -0.1, 0.2], [-0.1, -0.1, 0.1], [0.1, -0.1, -0.6], [0.1, -0.1, 0.0]], "mulliken_charge": [-0.63, -0.65, -0.42, 1.16, -0.65, 0.21, -1.44, 0.41, 0.27, 0.26, 0.29, 0.24, 0.32, 0.29, 0.33], "smiles": "C[C@@]1(C(N)=O)CN1", "homo_ha": -0.3510, "homo_lumo_gap_ev": 10.546, "charge": 0, "multiplicity": 1, "relative_energy_kj_mol": 128.4, "fmax_ha_per_bohr": 0.013, "lumo_ev": 0.995}

{"formula": "C4H8N2O", "method": "the ωB97M-V functional and the def2-TZVPD basis", "species": ["O", "N", "N", "C", "C", "C", "C", "H", "H", "H", "H", "H", "H", "H", "H"], "positions_angstrom": [[2.7945, 0.1103, 0.3334], [-1.9588, 0.2608, 1.1894], [0.1201, 1.1547, 0.2563], [-0.5721, 0.0786, -0.4683], [-1.7327, -0.5113, -0.0327], [-0.5752, 0.6920, 1.2824], [0.1229, -0.2312, -1.7865], [2.9704, 0.4044, 1.2336], [-0.5987, -0.2711, -2.6002], [0.8285, 0.5471, -2.0480], [1.9387, 0.5319, 0.1354], [0.7065, -1.1565, -1.7457], [-1.7053, -1.5806, 0.0999], [-0.0914, 0.0751, 2.0697], [-2.2472, -0.1042, 2.0813]], "forces_ev_per_angstrom": [[-0.1, 0.0, 0.1], [2.9, 1.2, 0.5], [-3.1, -2.5, 1.0], [0.7, 0.1, -4.6], [1.4, 1.0, 0.7], [-0.9, -0.3, 1.8], [-0.1, -0.3, 0.2], [0.1, 0.0, -0.1], [-0.1, -0.3, 0.1], [0.1, 0.3, 0.2], [0.2, 0.0, 0.1], [-0.2, 0.0, 0.0], [-1.0, -0.3, -0.8], [0.3, 1.8, 1.0], [-0.2, -0.7, -0.3]], "mulliken_charge": [-0.70, -0.34, -0.63, 0.76, -0.57, 0.26, -1.38, 0.31, 0.38, 0.38, 0.39, 0.30, 0.24, 0.30, 0.30], "homo_ha": -0.2968, "homo_lumo_gap_ev": 7.999, "charge": 0, "multiplicity": 1, "relative_energy_kj_mol": 549.5, "fmax_ha_per_bohr": 0.090, "lumo_ev": -0.077}

{"formula": "C4H8N2O", "method": "the ωB97M-V functional and the def2-TZVPD basis", "species": ["O", "N", "N", "C", "C", "C", "C", "H", "H", "H", "H", "H", "H", "H", "H"], "positions_angstrom": [[-1.0705, 1.3253, -2.9054], [-1.2612, 0.1883, -0.5062], [0.0292, -1.2062, -0.0225], [-0.8580, 1.1595, -1.7508], [-0.2529, 1.1088, -0.5337], [0.4010, 1.9180, 0.5126], [0.6558, -2.2130, 0.8087], [0.3436, -3.2308, 0.5254], [0.3658, 1.3772, 1.4588], [1.4424, 2.1083, 0.2502], [-0.1015, 2.8862, 0.6261], [0.3882, -2.0767, 1.8607], [0.3377, -1.3155, -0.9899], [1.7541, -2.1959, 0.7218], [-2.1737, 0.1666, -0.0559]], "forces_ev_per_angstrom": [[-0.2, -0.2, 0.7], [-0.4, -0.1, -1.1], [2.1, 1.4, -0.2], [0.9, -0.3, -0.5], [-1.2, 0.4, 0.1], [0.1, 0.2, 0.0], [-1.4, -1.3, 0.0], [0.2, -0.2, 0.3], [0.0, 0.0, -0.1], [0.0, 0.0, 0.1], [0.1, -0.1, 0.0], [0.1, 0.1, -0.1], [-0.5, -0.1, 0.1], [-0.3, 0.4, -0.1], [0.5, -0.1, 0.7]], "mulliken_charge": [-0.50, -0.20, -0.38, 0.77, 0.21, -1.15, -0.79, 0.27, 0.27, 0.28, 0.33, 0.28, 0.15, 0.23, 0.24], "homo_ha": [-0.2847, -0.2934], "homo_lumo_gap_ev": [7.563, 7.781], "charge": 0, "multiplicity": 1, "relative_energy_kj_mol": 699.1, "fmax_ha_per_bohr": 0.049, "lumo_ev": [-0.183, -0.204]}